A structure of composition C29H18Cl7F6HgN5O4S2Se4, computed with ωB97M-V/def2-TZVPD.

Each line ends with the Mulliken spin population.
Positions of all 76 atoms, in Å:
Hg1 0.59597 -0.64913 0.06424  -0.039
Se1 3.12341 -1.67668 -0.09539  0.358
Se2 0.96527 -3.85132 -0.13215  0.630
C1 0.46055 -3.51495 1.63428  -0.012
C2 0.17166 -4.58934 2.48393  0.005
C3 -0.24126 -4.33757 3.77206  0.009
C4 -0.33602 -3.01648 4.19902  0.016
C5 -0.00794 -2.01624 3.30886  0.001
N1 0.38074 -2.24504 2.05268  0.015
C6 3.19963 -2.12674 -1.93904  0.020
C7 4.42960 -2.17503 -2.59829  -0.028
C8 4.44166 -2.54292 -3.92958  0.008
C9 3.24125 -2.83334 -4.56759  0.005
C10 2.07468 -2.76143 -3.82782  0.007
N2 2.05719 -2.42381 -2.54191  0.000
H1 0.27148 -5.59461 2.10182  -0.008
H2 -0.47615 -5.15246 4.44453  0.000
H3 -0.66071 -2.77599 5.20116  0.001
H4 -0.04323 -0.98083 3.61902  0.002
H5 5.33322 -1.93910 -2.05357  -0.004
H6 5.38447 -2.61073 -4.45804  0.000
H7 3.22641 -3.12881 -5.60741  0.000
H8 1.10116 -2.97839 -4.25667  0.001
Se3 2.59461 3.67078 -0.09892  0.000
Se4 1.93759 4.10653 2.04280  0.000
C11 2.56873 2.59286 3.05261  0.003
C12 3.24137 2.91270 4.22936  -0.001
C13 3.72729 1.88572 5.01612  0.000
C14 3.54347 0.58382 4.57957  0.001
C15 2.86593 0.37271 3.39104  -0.002
N3 2.36839 1.35322 2.63764  -0.002
C16 0.88266 3.45384 -0.95896  -0.001
C17 0.67655 4.02895 -2.20685  0.000
C18 -0.59331 3.95881 -2.74950  0.000
C19 -1.59686 3.33064 -2.02932  0.000
C20 -1.28052 2.75185 -0.81218  0.000
N4 -0.05639 2.81794 -0.28228  0.000
H9 3.37411 3.95341 4.49115  0.000
H10 4.25578 2.09753 5.93631  0.000
H11 3.92017 -0.25685 5.14421  0.000
H12 2.73253 -0.63785 3.02847  -0.001
H13 1.49115 4.52369 -2.71763  0.000
H14 -0.81075 4.40841 -3.70990  0.000
H15 -2.60902 3.29645 -2.40244  0.000
H16 -2.02587 2.23618 -0.21937  0.000
Cl1 2.69476 1.17920 -2.19720  0.009
C21 1.19706 0.61863 -2.86987  0.008
C22 0.33909 -0.21792 -2.15101  -0.008
C23 -0.72361 -0.76187 -2.88013  0.003
Cl2 -1.68689 -2.00041 -2.17494  0.006
C24 -1.00882 -0.38038 -4.18936  -0.001
Cl3 -2.38072 -1.01538 -5.00226  0.000
C25 -0.18879 0.53146 -4.83687  0.001
Cl4 -0.53849 1.02999 -6.44443  0.000
C26 0.94521 0.99727 -4.19024  0.001
Cl5 2.02811 2.04641 -5.01938  0.000
Cl6 -0.58755 2.45262 3.35790  0.000
C27 -1.66917 3.67532 2.70975  0.000
Cl7 -1.88232 5.00654 3.85070  0.000
H17 -2.63387 3.22022 2.50907  0.000
H18 -1.20098 4.06897 1.81456  0.000
F1 -3.34191 -2.79746 3.16249  0.000
C28 -3.62917 -1.66638 2.50346  0.000
F2 -3.16599 -0.65673 3.23494  0.000
F3 -4.96209 -1.57765 2.47177  0.000
S1 -2.89429 -1.73147 0.75076  -0.009
O1 -1.97832 -0.60846 0.68603  0.000
O2 -2.33553 -3.04111 0.69459  0.003
N5 -4.18197 -1.61879 -0.16021  0.000
S2 -5.09096 -0.32259 -0.06833  0.000
O3 -4.51058 0.72082 0.73451  0.000
O4 -6.48189 -0.60380 0.07684  0.000
C29 -5.02000 0.34572 -1.81614  0.000
F4 -3.77399 0.34209 -2.30089  0.000
F5 -5.45627 1.61319 -1.84729  0.000
F6 -5.78071 -0.36852 -2.64492  0.000

**Electronic energy**: -16066.7656 Eh
**Molecular weight**: 1443.22 g/mol
**Total charge**: -1
**ΔE to the lowest compared entry with this formula, charge and spin**: 38.21 kcal/mol
**Spin multiplicity**: 2
**Highest occupied orbital energy (alpha / beta)**: -4.948 / -5.340 eV